Record 1
# C11H14BN7PdS

A structure of composition C11H14BN7PdS at a distorted geometry (ωB97M-V/def2-TZVPD, the OMol25 dataset).

Last column: Mulliken spin population.
Atoms and positions in Å:
H: 3.19644 -0.58224 -2.48913  -0.001
C: 2.75829 -0.93031 -1.57529  -0.013
C: 0.03569 2.62101 1.28283  -0.073
H: 1.23240 3.53822 -1.63946  -0.001
H: -3.27481 -1.37160 -0.31611  0.015
H: 1.04510 1.05930 -2.83310  -0.001
H: 0.62751 4.67125 0.78433  0.002
N: 0.02618 1.49762 0.53992  -0.034
H: -3.64555 -0.93214 -2.97169  -0.011
N: 1.59101 -0.40686 -1.15174  0.022
H: -1.99433 -2.64993 1.06545  0.001
C: -1.17644 -2.33201 1.74394  0.080
N: -0.76249 0.04032 -1.81338  0.116
N: -1.38885 -0.43087 -0.65136  0.248
N: 1.25039 -0.97956 0.06087  0.237
C: -2.77494 -0.69142 -2.38522  0.305
C: -1.60714 -0.10439 -2.85515  0.209
C: 0.51782 3.65668 0.48754  0.026
B: 0.66346 0.66678 -1.77530  -0.049
C: -0.47397 -0.00307 4.44584  -0.135
C: -2.60262 -0.88849 -1.02273  0.044
H: -1.33160 0.22555 -3.85669  -0.001
H: -1.45081 -2.09881 2.79465  0.026
H: -0.28813 -2.94505 1.64660  -0.007
N: 0.53581 1.79034 -0.70970  0.056
C: 2.19352 -1.86628 0.36706  -0.005
N: -1.27800 0.18169 5.28617  0.402
H: 2.13803 -2.46417 1.27164  -0.004
H: -0.29455 2.61632 2.31197  0.028
C: 0.82312 3.10356 -0.74981  -0.003
S: 0.63497 -0.27202 3.25358  0.832
C: 3.17719 -1.85961 -0.63672  0.049
Pd: -0.74527 -0.42694 1.20016  1.134
H: -1.43028 1.00453 1.55054  0.503
H: 4.07288 -2.43737 -0.66056  0.004

The electronic energy comes out at -1360.90586 a.u. Its expectation value of S² is 6.055. As for the maximum force: 5.03 eV Å⁻¹. The value obtained for the HOMO energy (spin up / spin down) is -14.634 / -15.801 eV. Its multiplicity is 5. Its total charge is +2.


Record 2
# C11H14BN7SSn

A structure of composition C11H14BN7SSn at a distorted geometry (ωB97M-V/def2-TZVPD, the OMol25 dataset).

Last column: Löwdin charge in e.
Atoms and positions in Å:
C: 3.22443 -1.17851 2.65083  -0.039
S: -3.80844 4.72739 -0.34896  0.487
H: -0.93703 2.26358 -0.04970  -0.034
C: -2.00569 -2.25715 0.51111  -0.089
N: -1.49741 4.72387 1.12602  -0.033
N: 1.69338 -1.74199 -1.84031  -0.240
H: 3.81970 -0.92649 3.47553  0.076
C: -2.15123 -3.56024 1.02161  -0.012
C: 2.03176 -1.68270 -3.15611  -0.123
H: -0.37922 1.85944 1.53727  -0.009
N: -0.70289 -2.11918 0.15746  -0.204
H: -0.53452 -5.15405 1.15148  0.127
H: 0.73098 2.57963 0.38557  -0.024
N: 1.89801 -3.01162 -1.34959  0.001
C: -0.28324 2.60021 0.74638  -0.138
H: 1.89774 -0.78187 -3.72258  0.114
H: 2.79759 -4.74119 -2.13175  0.140
H: -3.02949 -3.99029 1.41471  0.091
H: 2.32468 0.77604 1.92778  0.110
Sn: 0.07763 -0.72540 -1.21205  1.313
C: 3.00474 -2.45969 2.11688  -0.061
H: 3.34927 -3.42223 2.37752  0.106
H: 1.96911 -4.47076 0.43735  0.120
C: 2.45838 -0.29606 1.84133  -0.106
N: -0.01822 -3.27873 0.38003  -0.017
N: 1.84280 -0.99657 0.87578  -0.012
N: 2.17263 -2.31975 1.06250  -0.061
C: -0.87830 -4.16826 0.90666  -0.023
C: 2.49059 -3.71562 -2.32571  -0.021
H: -2.72164 -1.46754 0.42535  0.121
H: 3.04129 -3.16943 -4.41757  0.108
C: 2.59959 -2.90924 -3.47015  -0.025
H: -0.61254 3.71507 1.01848  -0.084
B: 1.53283 -3.40972 0.12168  -0.459
C: -2.49572 4.65571 0.43960  -1.100

The electronic energy comes out at -1448.12318 a.u. As for the maximum force: 7.69 eV Å⁻¹. The value obtained for the HOMO energy (spin up / spin down) is -5.472 / -5.472 eV. Its total charge is 0.


Record 3
# C11H14BN7V

A structure of composition C11H14BN7V at a distorted geometry (ωB97M-V/def2-TZVPD, the OMol25 dataset).

Last column: Mulliken spin population.
Atoms and positions in Å:
H: 1.24602 4.94178 -0.93783  0.000
H: -0.97922 -1.45033 5.42907  -0.001
C: 0.82822 2.93628 -1.69130  0.017
H: -4.47399 -0.65957 -2.25003  0.000
C: -3.13108 -0.41984 -0.59482  0.000
C: -0.18543 -0.34194 3.30777  0.129
H: -2.38812 -2.20658 4.85297  0.001
H: 3.32928 -3.01736 -1.54380  0.003
C: -2.34974 -0.10840 -2.67930  0.000
N: 1.22534 -0.56500 -1.28542  0.024
H: 2.72174 -2.26607 1.05916  -0.007
N: 0.73441 -0.02367 2.66523  -0.063
N: 0.64909 1.74423 -1.06065  0.020
H: -3.65910 -0.60685 0.36783  0.000
N: 1.63945 -0.68597 0.06001  -0.046
C: 1.95236 -1.40037 -2.03114  0.026
N: -1.34180 0.08515 -1.80266  0.000
H: -2.22758 -0.00573 -3.72930  0.000
C: 2.45559 -1.79635 0.09771  0.023
C: 1.13246 3.19151 0.49853  0.018
C: 2.69907 -2.23759 -1.20437  0.008
C: -1.26758 -2.08269 4.65768  0.005
H: 1.87549 -1.30745 -3.11937  0.002
B: 0.23831 0.49769 -1.86410  0.010
V: 2.07078 0.34900 1.47333  2.883
C: -3.50844 -0.43913 -1.92762  0.000
H: -0.89238 -3.09429 5.01049  0.000
H: 1.18233 3.61359 1.48866  0.002
H: 0.42962 0.62071 -3.04633  0.001
N: -1.86914 -0.08878 -0.56481  0.002
H: 0.74947 2.96445 -2.77637  0.001
C: 1.09923 3.89166 -0.72722  -0.003
H: -1.05059 -1.86956 3.57362  0.003
N: 1.06592 1.83746 0.29440  -0.053

The electronic energy comes out at -1779.59418 a.u. Its expectation value of S² is 3.762. As for the maximum force: 6.65 eV Å⁻¹. The value obtained for the HOMO energy (spin up / spin down) is -8.112 / -8.211 eV. Its multiplicity is 4. Its total charge is 0.


> Number 1 is which compound?

C11H14BN7PdS


What did the first record say?
# C11H14BN7PdS

A structure of composition C11H14BN7PdS at a distorted geometry (ωB97M-V/def2-TZVPD, the OMol25 dataset).

Last column: Mulliken spin population.
Atoms and positions in Å:
H: 3.19644 -0.58224 -2.48913  -0.001
C: 2.75829 -0.93031 -1.57529  -0.013
C: 0.03569 2.62101 1.28283  -0.073
H: 1.23240 3.53822 -1.63946  -0.001
H: -3.27481 -1.37160 -0.31611  0.015
H: 1.04510 1.05930 -2.83310  -0.001
H: 0.62751 4.67125 0.78433  0.002
N: 0.02618 1.49762 0.53992  -0.034
H: -3.64555 -0.93214 -2.97169  -0.011
N: 1.59101 -0.40686 -1.15174  0.022
H: -1.99433 -2.64993 1.06545  0.001
C: -1.17644 -2.33201 1.74394  0.080
N: -0.76249 0.04032 -1.81338  0.116
N: -1.38885 -0.43087 -0.65136  0.248
N: 1.25039 -0.97956 0.06087  0.237
C: -2.77494 -0.69142 -2.38522  0.305
C: -1.60714 -0.10439 -2.85515  0.209
C: 0.51782 3.65668 0.48754  0.026
B: 0.66346 0.66678 -1.77530  -0.049
C: -0.47397 -0.00307 4.44584  -0.135
C: -2.60262 -0.88849 -1.02273  0.044
H: -1.33160 0.22555 -3.85669  -0.001
H: -1.45081 -2.09881 2.79465  0.026
H: -0.28813 -2.94505 1.64660  -0.007
N: 0.53581 1.79034 -0.70970  0.056
C: 2.19352 -1.86628 0.36706  -0.005
N: -1.27800 0.18169 5.28617  0.402
H: 2.13803 -2.46417 1.27164  -0.004
H: -0.29455 2.61632 2.31197  0.028
C: 0.82312 3.10356 -0.74981  -0.003
S: 0.63497 -0.27202 3.25358  0.832
C: 3.17719 -1.85961 -0.63672  0.049
Pd: -0.74527 -0.42694 1.20016  1.134
H: -1.43028 1.00453 1.55054  0.503
H: 4.07288 -2.43737 -0.66056  0.004

The electronic energy comes out at -1360.90586 a.u. Its expectation value of S² is 6.055. As for the maximum force: 5.03 eV Å⁻¹. The value obtained for the HOMO energy (spin up / spin down) is -14.634 / -15.801 eV. Its multiplicity is 5. Its total charge is +2.